22
Properties=species:S:1:pos:R:3 method="wB97M-V/def2-TZVPD" orbital_gap_ev=12.14 molar_mass_g_mol=88.2 lumo_ha=0.04102 homo_energy_ha=-0.405
C 1.001 -1.016 2.016
C -0.417 -1.187 2.596
H -0.436 -0.492 3.408
H 1.056 -0.033 1.530
H 1.766 -1.139 2.775
H -1.330 -1.147 0.579
H 1.848 0.930 -2.115
H -0.228 -0.392 -1.105
H 0.929 1.206 -3.413
H -1.390 0.363 1.400
C 0.776 1.023 -2.335
C -1.433 -0.722 1.577
C 0.027 -0.291 -2.164
H -0.923 -0.273 -2.695
H 0.637 -1.157 -2.407
H -2.493 -0.797 1.845
H 0.242 2.077 -0.551
C 0.092 2.169 -1.629
H 0.466 3.161 -1.880
H 1.136 -1.630 1.120
H -0.982 2.174 -1.825
H -0.599 -2.179 2.977

***

19
Properties=species:S:1:pos:R:3 method="wB97M-V/def2-TZVPD" orbital_gap_ev=7.90 molar_mass_g_mol=100.2 lumo_ha=0.02762 homo_energy_ha=-0.263
C 0.859 -0.380 -0.442
H -1.281 -1.375 -0.457
O 0.966 -1.149 -1.578
H 1.392 -2.135 0.652
H 0.677 -0.631 -2.339
C 1.354 -1.049 0.765
H 1.229 0.954 2.414
H -0.833 0.308 -2.404
H -2.435 0.398 -1.720
C 0.259 0.886 1.901
C 0.072 -0.517 1.330
H -1.767 0.014 0.490
C -1.375 0.550 -1.483
H -0.523 1.116 2.636
H 0.249 1.703 1.163
H 2.285 -0.645 1.166
H -1.235 1.618 -1.283
C -1.046 -0.332 -0.252
H 1.152 0.666 -0.561

***

9
Properties=species:S:1:pos:R:3 method="wB97M-V/def2-TZVPD" orbital_gap_ev="6.85 / 9.47" molar_mass_g_mol=141.0 lumo_ha="-0.01834 / -0.00102" homo_energy_ha="-0.270 / -0.349"
S 1.673 -1.187 -0.457
H 0.745 1.573 -0.336
C -0.145 0.935 -0.200
C 0.101 -0.531 -0.669
H -0.310 0.795 0.852
H 1.631 -2.344 -1.120
Br -1.096 -1.042 -1.920
H -0.634 -1.631 1.234
H -1.128 1.375 -0.520